Arrangement A

{
  "formula": "C15H35N5O5",
  "method": "ωB97M-V/def2-TZVPD",
  "symbols": ["C", "H", "H", "H", "H", "H", "H", "N", "H", "H", "C", "C", "H", "C", "N", "H", "H", "H", "H", "H", "H", "C", "H", "C", "H", "C", "C", "O", "H", "N", "C", "O", "H", "H", "H", "H", "H", "C", "H", "H", "C", "H", "H", "C", "N", "H", "H", "O", "C", "C", "O", "H", "H", "H", "N", "H", "C", "H", "O", "H"],
  "positions_angstrom": [[10.298, 1.684, 0.245], [-2.315, 8.686, 2.653], [-2.997, -2.274, -1.755], [7.766, 1.661, -0.540], [-8.559, -9.128, 4.336], [2.564, 0.405, -11.227], [10.580, -0.516, 1.352], [-2.047, -1.420, -0.056], [7.831, 2.248, 1.157], [10.006, 2.728, 0.050], [-1.997, -1.280, 1.364], [3.033, 2.112, -8.958], [0.181, 0.426, -9.365], [0.787, 1.212, -8.913], [-0.622, 7.408, 2.950], [7.086, 0.780, 0.696], [0.354, 2.205, -9.031], [-3.709, -2.687, -0.014], [8.903, -1.169, 1.153], [-4.132, -1.430, -0.708], [-8.156, -9.173, 7.207], [7.966, 1.391, 0.497], [-0.390, 8.030, 4.857], [-8.916, -8.151, 4.662], [0.668, 1.095, -7.836], [-1.225, 8.711, 2.623], [-6.949, -7.088, 5.603], [0.256, 6.062, 4.499], [3.582, -0.357, -10.073], [2.146, 1.171, -9.363], [-0.824, 6.371, 1.930], [-0.003, -0.565, -0.393], [0.096, 6.300, 1.350], [9.281, 0.030, 2.446], [-0.768, 9.483, 3.241], [4.029, 1.873, -9.361], [1.859, -0.766, -10.293], [-3.214, -2.017, -0.717], [-1.876, -2.222, 1.901], [-1.136, -0.670, 1.639], [-8.493, -8.156, 7.004], [-8.217, -7.447, 7.784], [-9.560, -8.252, 7.209], [9.513, -0.312, 1.437], [-8.163, -7.600, 5.759], [-6.674, -6.882, 4.557], [-9.002, -7.476, 3.810], [11.484, 1.326, 0.337], [-0.256, 7.152, 4.206], [2.578, 0.048, -10.198], [-6.244, -6.664, 6.509], [-2.838, -0.657, 1.666], [-1.777, 6.552, 1.435], [-0.998, 5.440, 2.470], [9.284, 0.839, 0.538], [-1.000, 8.892, 1.572], [-0.947, -1.182, -0.783], [-9.901, -8.503, 4.970], [2.785, 3.071, -8.219], [-1.007, -1.349, -1.870]],
  "mulliken_charge": [0.112, 0.321, 0.256, 0.383, 0.360, 0.370, 0.352, 0.109, 0.346, 0.338, -0.966, 0.044, 0.293, -0.827, 0.044, 0.330, 0.300, 0.321, 0.278, 0.317, 0.347, -1.004, 0.285, -0.886, 0.300, -0.980, 0.106, -0.609, 0.323, 0.094, -0.953, -0.554, 0.258, 0.329, 0.363, 0.293, 0.290, -0.825, 0.309, 0.313, -1.051, 0.338, 0.365, -0.907, 0.072, 0.306, 0.311, -0.589, 0.183, -0.887, -0.564, 0.364, 0.379, 0.362, 0.031, 0.345, 0.118, 0.297, -0.592, 0.237],
  "lumo_ha": 0.02545,
  "homo_lumo_gap_ev": 9.84
}

=====

Arrangement B

{
  "formula": "C15H35N5O5",
  "method": "ωB97M-V/def2-TZVPD",
  "symbols": ["H", "H", "C", "N", "H", "H", "H", "C", "C", "H", "H", "C", "H", "H", "H", "H", "N", "H", "O", "H", "H", "C", "H", "H", "H", "C", "H", "C", "C", "O", "H", "C", "H", "H", "N", "O", "H", "N", "C", "H", "H", "N", "C", "H", "O", "C", "C", "H", "H", "C", "H", "O", "H", "H", "H", "H", "H", "H", "H", "C"],
  "positions_angstrom": [[17.209, 35.005, 5.947], [20.341, 28.496, 9.187], [17.515, 37.000, 11.938], [18.035, 34.515, 5.668], [19.933, 34.435, 6.552], [18.929, 35.282, 7.631], [17.981, 36.396, 11.155], [23.329, 30.888, 11.647], [25.573, 34.746, 8.837], [19.435, 37.123, 15.639], [18.125, 38.586, 13.337], [20.198, 28.983, 10.175], [19.428, 33.178, 10.019], [17.066, 37.843, 11.437], [20.027, 28.221, 10.890], [19.409, 29.703, 10.195], [24.347, 35.384, 8.283], [20.255, 32.953, 11.549], [21.719, 34.734, 8.976], [17.472, 33.758, 2.653], [23.295, 31.811, 12.039], [24.346, 36.328, 7.325], [20.610, 38.088, 14.683], [22.295, 29.175, 9.873], [15.914, 33.772, 3.681], [20.075, 37.195, 14.894], [25.803, 35.643, 9.338], [19.285, 36.750, 13.632], [17.010, 34.125, 3.513], [25.342, 36.604, 6.538], [26.223, 34.433, 8.313], [21.079, 34.558, 10.018], [23.291, 37.972, 8.167], [22.948, 37.574, 6.312], [18.498, 37.574, 13.049], [19.429, 35.654, 13.190], [16.836, 35.124, 3.260], [21.051, 35.616, 10.813], [23.122, 37.240, 7.331], [16.893, 36.363, 12.571], [22.163, 36.497, 7.418], [21.553, 29.578, 10.401], [18.082, 33.704, 4.594], [18.828, 33.518, 7.378], [18.984, 32.894, 4.383], [21.960, 30.355, 11.578], [18.943, 34.528, 6.855], [24.046, 30.165, 12.257], [20.921, 36.349, 15.066], [21.630, 36.941, 10.751], [20.964, 37.606, 11.142], [21.187, 30.485, 12.501], [21.102, 32.526, 10.039], [25.452, 33.948, 9.589], [20.454, 35.304, 11.785], [21.798, 37.178, 9.839], [23.463, 35.150, 8.624], [22.572, 36.903, 11.339], [23.788, 31.027, 10.616], [20.334, 33.240, 10.417]],
  "mulliken_charge": [0.258, 0.342, -0.654, -0.136, 0.328, 0.393, 0.127, -1.038, -1.144, 0.460, 0.285, -0.821, 0.603, 0.339, 0.302, 0.222, 0.152, 0.304, -0.988, 0.345, 0.341, 0.533, 0.398, 0.249, 0.255, -1.298, 0.408, 0.752, -1.131, -0.711, 0.479, 0.731, 0.162, 0.323, -0.241, -0.733, 0.357, 0.054, -0.463, 0.303, 0.027, -0.210, 0.607, 0.211, -0.608, 0.646, -0.899, 0.287, 0.219, -1.146, 0.426, -0.596, 0.177, 0.252, 0.157, 0.332, 0.292, 0.278, 0.308, -1.208],
  "lumo_ha": 0.00827,
  "homo_lumo_gap_ev": 8.84
}

=====

Arrangement C

{
  "formula": "C15H35N5O5",
  "method": "ωB97M-V/def2-TZVPD",
  "symbols": ["H", "H", "N", "C", "H", "C", "C", "C", "H", "H", "H", "H", "O", "C", "H", "H", "O", "H", "C", "C", "C", "H", "H", "H", "H", "H", "H", "H", "H", "O", "N", "C", "N", "H", "H", "C", "H", "H", "H", "H", "H", "H", "O", "O", "C", "C", "C", "H", "H", "H", "N", "H", "H", "H", "N", "H", "H", "H", "C", "C"],
  "positions_angstrom": [[-2.165, 2.700, -0.187], [3.589, 3.395, 0.042], [4.985, 2.378, 0.902], [-3.462, -1.940, -1.025], [-2.400, 0.149, -3.082], [-2.260, 1.205, -3.110], [-2.592, 1.907, -0.795], [3.577, 2.414, 0.392], [0.649, -0.865, 5.239], [-6.466, -0.522, -0.209], [-3.556, 2.267, -1.198], [0.679, -1.214, 1.897], [-1.963, 1.152, 3.109], [1.363, -1.579, -3.486], [1.220, -0.728, -0.590], [-3.243, -3.089, -0.905], [0.204, 1.938, -0.714], [-6.408, -2.114, 0.051], [0.836, -1.549, -1.031], [-4.059, -1.010, 1.177], [-1.486, 0.157, 3.760], [2.686, 2.294, 0.920], [-2.832, 1.268, 0.078], [0.271, 0.965, -2.452], [3.692, -1.671, -2.481], [-1.620, 0.084, 4.816], [5.363, 0.333, 0.034], [5.984, 2.992, 2.443], [6.363, 1.637, -0.517], [-5.034, -0.870, 1.987], [-1.645, 1.700, -1.939], [-0.372, 1.521, -1.742], [1.720, -1.873, -2.206], [-3.392, 1.508, -3.259], [0.561, 0.887, 1.934], [-5.888, -1.383, -0.508], [6.513, 1.184, 1.214], [-3.024, -0.879, 1.500], [-2.657, -1.163, -0.976], [3.129, -3.356, -2.314], [-0.422, -2.095, 4.671], [0.005, -1.297, -1.393], [0.338, -1.090, -3.882], [4.492, 4.083, 2.237], [0.082, -0.176, 2.074], [5.244, 3.176, 1.972], [0.306, -1.284, 4.321], [0.942, -2.496, -0.360], [3.258, -2.020, -0.993], [-5.949, -1.533, -1.582], [-4.456, -1.400, -0.055], [1.101, -1.820, 3.943], [-0.676, -0.388, 1.336], [-1.370, 1.517, -3.837], [-0.443, -0.410, 3.404], [-3.776, -1.893, -2.119], [2.127, -1.871, -4.353], [3.447, 1.820, -0.542], [5.773, 1.259, 0.433], [3.115, -2.313, -2.040]],
  "mulliken_charge": [0.352, 0.367, 0.150, -0.620, 0.238, -0.730, -1.012, -1.158, 0.354, 0.338, 0.374, 0.188, -0.594, -0.042, 0.671, 0.255, -0.641, 0.365, -1.397, 0.348, -0.139, 0.421, 0.247, 0.333, 0.596, 0.462, 0.241, 0.490, 0.258, -0.678, 0.191, 0.066, 0.223, 0.234, 0.246, -0.932, 0.288, 0.047, 0.019, 0.327, 0.374, 0.547, -0.487, -0.567, -0.213, -0.127, -0.995, 0.279, 0.353, 0.277, 0.211, 0.339, -0.196, 0.317, 0.221, 0.297, 0.301, 0.358, -0.716, -1.316],
  "lumo_ha": 0.00792,
  "homo_lumo_gap_ev": 9.27
}

=====

Stability summary - winner: arrangement A; margin: 208.4 kJ/mol.

=====

Arrangement A

{
  "formula": "C2H5O2S",
  "method": "ωB97M-V/def2-TZVPD",
  "symbols": ["H", "O", "H", "C", "H", "O", "S", "H", "H", "C"],
  "positions_angstrom": [[-0.497, -0.654, -0.165], [2.336, 0.012, 0.987], [2.526, -1.927, 0.393], [1.858, -0.979, 0.455], [-1.151, 2.313, -0.115], [0.670, -1.185, 0.064], [-1.918, 0.096, -0.464], [0.078, 1.110, 0.451], [0.050, 1.558, -1.257], [-0.560, 1.423, -0.369]],
  "mulliken_charge": [0.346, -0.595, 0.294, 0.097, 0.249, -0.545, -0.558, 0.215, 0.236, -0.738],
  "lumo_ha": 0.14477,
  "total_charge": -1,
  "homo_lumo_gap_ev": 7.75
}

=====

Arrangement B

{
  "formula": "C2H5O2S",
  "method": "ωB97M-V/def2-TZVPD",
  "symbols": ["S", "C", "H", "H", "O", "H", "C", "H", "O", "H"],
  "positions_angstrom": [[1.482, 0.995, -2.716], [-0.446, 0.127, 0.310], [1.156, 0.521, -1.433], [-1.837, -0.085, 1.948], [-1.168, 0.940, -0.281], [2.802, 0.854, -2.628], [-1.024, -0.658, 1.499], [-0.242, -0.888, 2.218], [0.738, -0.228, -0.019], [-1.461, -1.579, 1.103]],
  "mulliken_charge": [-0.455, 0.703, 0.324, 0.280, -0.692, 0.072, -0.892, 0.275, -0.795, 0.181],
  "lumo_ha": 0.13918,
  "total_charge": -1,
  "homo_lumo_gap_ev": 8.32
}

=====

Stability summary - winner: arrangement B; margin: 95.7 kJ/mol.